# 1
6
Properties=species:S:1:pos:R:3:forces:R:3 method="wB97M-V/def2-TZVPD" spin_multiplicity=1 smiles=O[SiH2]F e_above_lowest_kj_mol=74.09 homo_energy_ev=-11.075 gap_ha=0.424 e_tot_ha=-466.4623
O 0.9658 -0.7989 -0.0795 0.7 -0.2 0.9
Si -0.1763 0.3359 0.0594 -1.2 -1.1 -3.0
F -1.6202 -0.3298 -0.1205 -0.7 -0.9 1.0
H 1.5773 -1.2799 0.4811 -0.3 0.2 0.2
H -0.5197 1.3456 0.9875 0.7 0.7 1.4
H -0.2268 0.7271 -1.3280 0.8 1.2 -0.5

=====

# 2
19
Properties=species:S:1:pos:R:3:forces:R:3 method="wB97M-V/def2-TZVPD" spin_multiplicity=1 e_above_lowest_kj_mol=265.26 homo_energy_ev=-8.536 gap_ha=0.349 e_tot_ha=-307.1283
H 1.1986 3.5021 -0.7128 -0.3 -1.3 -1.8
N 0.5302 2.9958 -1.3745 0.5 2.7 2.0
C 0.4086 1.7571 -1.3169 -2.4 -2.6 -0.1
N 1.2379 0.7043 -1.0244 1.5 1.2 -0.1
C 0.7049 -0.6604 -1.1618 1.5 -0.1 3.3
C -0.5826 -0.8104 -0.2724 -1.8 -0.8 -3.3
C -0.8954 -0.3396 1.1658 0.1 1.6 -3.7
C -0.4178 -1.2296 2.1748 0.7 -1.3 3.1
H -0.6721 1.3108 -1.4756 2.0 1.0 -0.5
H 2.2650 0.9414 -1.0344 -1.7 -0.8 0.1
H 0.2741 -0.8477 -2.1280 0.7 -0.4 -0.8
H 1.5938 -1.3523 -0.8213 -1.9 1.0 -1.0
H -0.9737 -1.8056 -0.6228 0.6 -0.1 1.5
H -1.3422 -0.3570 -0.9955 0.7 0.4 1.3
H -1.9462 -0.2398 1.1481 -1.4 0.1 0.3
H -0.5257 0.6902 1.1843 0.2 0.0 0.5
H 0.6855 -1.1482 2.0942 -0.4 -0.8 0.5
H -0.8259 -2.2798 1.9190 0.9 1.5 1.0
H -0.7170 -0.8313 3.2542 0.5 -1.3 -2.1

=====

# 3
66
Properties=species:S:1:pos:R:3:forces:R:3 method="wB97M-V/def2-TZVPD" spin_multiplicity=1 e_above_lowest_kj_mol=115.41 homo_energy_ev=-10.489 gap_ha=0.171 charge=+1 e_tot_ha=-1364.4694
C -5.8488 -0.3938 1.7918 0.1 0.1 -0.2
N -4.7993 0.1624 2.6260 -0.1 0.6 -0.2
C -5.2288 0.4363 3.9880 0.4 -0.3 0.0
C -3.4378 0.0161 2.3004 -0.2 -0.2 0.3
C -2.8016 0.9851 1.4887 -0.1 -0.3 0.1
C -1.4355 0.9459 1.3169 -0.1 0.1 0.0
C -0.6695 -0.1052 1.8690 0.2 0.1 -0.1
C 0.7635 -0.0626 1.7810 -0.5 -0.3 0.7
C 1.6366 -1.2104 1.8816 1.3 -0.1 0.3
C 2.9645 -0.7476 2.1872 -0.6 -1.7 0.3
C 3.9547 -1.6417 2.5753 -0.2 0.7 -0.3
C 3.6848 -3.0132 2.5206 -1.0 -0.3 -0.1
C 2.3959 -3.4707 2.1751 0.5 -0.1 0.1
C 1.3692 -2.5779 1.8611 -0.1 0.1 -0.2
C 2.9250 0.7023 2.2367 -0.5 1.6 0.5
C 1.5757 1.1235 1.9618 1.2 0.3 0.0
C 1.2243 2.4609 2.1536 0.2 -0.1 -0.1
C 2.2077 3.3661 2.5675 0.4 0.1 0.0
C 3.5300 2.9510 2.8143 -0.9 0.2 -0.1
C 3.8764 1.5997 2.7068 -0.4 -0.7 -0.5
C -1.3308 -1.1286 2.5924 0.2 -0.2 0.0
C -2.6889 -1.0526 2.8355 0.0 0.5 -0.2
H -5.4555 -0.5857 0.7853 -0.2 0.0 0.2
H -6.2343 -1.3353 2.2233 0.1 0.2 -0.2
H -6.6798 0.3285 1.7365 0.2 -0.3 -0.1
H -4.4089 0.9109 4.5423 -0.3 -0.1 -0.1
H -6.0921 1.1211 3.9525 0.3 -0.2 0.1
H -5.5379 -0.4871 4.5075 0.0 0.2 0.1
H -3.3996 1.7907 1.0652 0.1 -0.2 0.1
H -0.9407 1.7200 0.7316 -0.2 -0.3 0.0
H 4.9078 -1.2640 2.9459 -0.1 -0.2 -0.3
H 4.4563 -3.7378 2.7729 -0.2 0.2 0.0
H 2.1887 -4.5415 2.1744 0.1 0.3 -0.1
H 0.3743 -2.9370 1.5910 0.4 0.0 0.1
H 0.2067 2.7976 1.9791 0.3 0.1 0.2
H 1.9357 4.4135 2.7169 0.1 -0.4 -0.1
H 4.2744 3.6833 3.1216 -0.2 -0.2 0.0
H 4.8545 1.2306 3.0088 -0.1 0.2 -0.1
H -0.7599 -1.9575 3.0100 -0.2 0.4 0.0
H -3.1914 -1.8009 3.4476 0.1 0.2 -0.2
C 2.8759 -3.7580 -3.0801 0.0 -0.2 -0.1
N 3.5488 -2.6294 -2.4862 0.0 -0.1 0.6
C 4.9809 -2.8065 -2.2727 0.1 0.1 -0.3
C 5.5082 -1.3760 -2.0680 0.0 -0.1 0.2
C 4.4120 -0.4299 -2.6026 -0.1 0.1 0.1
C 3.2715 -1.3414 -3.1026 0.3 -0.3 -0.4
C 1.8718 -0.8463 -2.7885 0.0 0.4 -0.1
C 1.2128 -1.2167 -1.6083 -0.1 0.2 -0.5
C -0.0970 -0.7755 -1.4073 -0.1 0.3 -0.2
C -0.6566 0.1219 -2.3322 0.8 -0.6 0.7
N 0.0453 0.5781 -3.3596 -0.7 0.2 -1.0
C 1.2321 0.0703 -3.6554 0.3 -0.9 1.2
H 1.8053 -3.5504 -3.1614 0.1 -0.1 0.0
H 3.2600 -3.9971 -4.0908 -0.1 0.1 0.1
H 3.0180 -4.6419 -2.4459 -0.1 0.1 -0.2
H 5.1800 -3.4449 -1.3939 -0.2 0.2 -0.3
H 5.4761 -3.2996 -3.1364 -0.2 0.2 0.1
H 5.6312 -1.1950 -0.9934 0.2 0.0 -0.2
H 6.4721 -1.2335 -2.5654 -0.2 0.0 0.2
H 4.0516 0.2025 -1.7809 0.0 0.0 -0.3
H 4.7598 0.2032 -3.4255 0.0 0.0 0.3
H 3.3586 -1.4128 -4.2090 -0.1 0.0 0.2
H 1.7324 -1.8588 -0.8948 -0.2 0.0 -0.3
H -0.6869 -1.0836 -0.5417 0.2 -0.1 -0.3
H -1.6876 0.4584 -2.2175 0.3 0.1 -0.1
H 1.7103 0.3650 -4.5941 -0.2 0.1 0.3